1.
{"formula": "C38H60FI2N5O6P", "method": "the ωB97M-V functional and the def2-TZVPD basis", "species": ["C", "C", "N", "P", "O", "O", "O", "C", "C", "C", "C", "O", "F", "C", "C", "C", "C", "O", "C", "C", "C", "C", "C", "C", "C", "C", "C", "I", "C", "C", "I", "C", "N", "C", "O", "C", "C", "C", "H", "H", "H", "H", "H", "H", "H", "H", "H", "H", "H", "H", "H", "H", "H", "H", "H", "H", "H", "H", "H", "H", "H", "H", "H", "H", "H", "H", "H", "H", "H", "H", "H", "H", "H", "H", "H", "H", "H", "H", "H", "H", "H", "H", "H", "N", "C", "C", "C", "C", "H", "H", "H", "H", "H", "N", "C", "C", "C", "C", "H", "H", "H", "H", "H", "N", "C", "C", "C", "C", "H", "H", "H", "H", "H"], "positions_angstrom": [[-1.079, 0.324, 4.292], [-0.379, -0.102, 3.121], [0.381, -0.135, 1.765], [1.306, -1.653, 2.156], [2.390, -1.464, 3.287], [0.140, -2.807, 2.846], [2.048, -2.437, 0.820], [-0.660, -0.616, 0.816], [-0.778, 0.107, -0.666], [0.180, -0.590, -1.707], [-0.681, -1.331, -2.942], [-1.697, -2.173, -2.739], [-0.241, -1.071, -4.355], [-0.842, 1.724, -0.365], [-1.312, 2.700, -1.602], [-1.481, 2.002, -3.073], [-2.929, 1.179, -3.244], [-3.878, 2.047, -4.020], [0.273, 2.313, 0.711], [-0.743, 2.963, 1.898], [-1.710, 4.186, 1.375], [-3.318, 3.840, 1.383], [-4.163, 4.853, 2.401], [-3.689, 4.761, 3.967], [-3.650, 3.246, 4.595], [-2.332, 3.213, 5.623], [1.146, 3.633, 0.362], [1.570, 5.297, 1.846], [1.904, 3.996, -0.864], [2.763, 5.416, -1.090], [2.074, 2.678, -2.551], [1.186, 1.080, 1.436], [1.936, 1.710, 2.631], [2.577, 0.771, 0.545], [3.615, 1.851, 0.686], [4.873, 1.318, 1.214], [5.905, 2.630, 1.321], [7.125, 2.513, 0.223], [-1.281, 0.438, 5.463], [0.273, -2.771, 3.850], [1.433, -3.171, 0.465], [-1.752, -0.506, 1.289], [-0.573, -1.782, 0.570], [-1.883, -0.207, -1.033], [1.036, -0.037, -2.238], [0.697, -1.531, -1.178], [-1.903, 1.687, 0.229], [-2.398, 3.181, -1.422], [-0.658, 3.666, -1.755], [-1.602, 2.915, -3.836], [-0.560, 1.405, -3.467], [-2.710, 0.265, -3.977], [-3.393, 0.856, -2.220], [-4.414, 2.593, -3.373], [-0.210, 3.230, 2.890], [-1.556, 2.162, 2.256], [-1.570, 5.060, 2.178], [-1.426, 4.659, 0.351], [-3.581, 2.721, 1.595], [-3.713, 4.119, 0.291], [-4.008, 5.977, 2.061], [-5.296, 4.564, 2.332], [-2.618, 5.252, 4.117], [-4.436, 5.392, 4.625], [-3.585, 2.383, 3.806], [-4.586, 3.057, 5.307], [-2.369, 2.187, 6.195], [-1.388, 3.265, 4.906], [-2.326, 4.105, 6.381], [2.057, 6.373, -0.975], [3.221, 5.505, -2.163], [3.694, 5.462, -0.344], [2.700, 1.083, 2.968], [1.358, 1.911, 3.445], [3.219, -0.125, 1.005], [2.384, 0.461, -0.549], [5.360, 0.463, 0.557], [4.788, 0.905, 2.329], [6.253, 2.805, 2.424], [5.287, 3.605, 1.014], [7.393, 3.588, -0.156], [8.008, 1.950, 0.750], [6.737, 1.875, -0.693], [0.706, -6.009, 1.697], [0.439, -6.446, 0.425], [1.098, -7.641, 0.238], [1.782, -7.938, 1.442], [1.520, -6.915, 2.326], [0.357, -5.153, 2.107], [-0.193, -5.870, -0.237], [1.087, -8.235, -0.666], [2.398, -8.805, 1.642], [1.843, -6.754, 3.346], [-7.513, -1.011, -5.549], [-6.502, -1.810, -5.082], [-5.307, -1.280, -5.514], [-5.607, -0.118, -6.264], [-6.977, 0.026, -6.267], [-8.500, -1.163, -5.388], [-6.719, -2.685, -4.484], [-4.324, -1.686, -5.311], [-4.901, 0.543, -6.749], [-7.614, 0.775, -6.718], [4.272, -7.336, -1.496], [4.332, -8.699, -1.356], [4.625, -9.241, -2.587], [4.753, -8.167, -3.501], [4.532, -7.003, -2.800], [4.068, -6.680, -0.754], [4.159, -9.164, -0.395], [4.737, -10.295, -2.804], [4.981, -8.236, -4.557], [4.537, -5.968, -3.116]], "total_energy_ha": -3244.8093, "total_charge": 1, "lumo_ev": -4.275}


2.
{"formula": "C38H61Cl2N3O12", "method": "the ωB97M-V functional and the def2-TZVPD basis", "species": ["O", "C", "C", "C", "C", "O", "H", "H", "H", "H", "H", "H", "O", "C", "C", "C", "C", "O", "H", "H", "H", "H", "H", "H", "O", "C", "C", "C", "C", "O", "H", "H", "H", "H", "H", "H", "O", "C", "C", "C", "C", "O", "H", "H", "H", "H", "H", "H", "O", "C", "C", "C", "C", "O", "H", "H", "H", "H", "H", "H", "O", "C", "C", "C", "C", "O", "H", "H", "H", "H", "H", "H", "C", "C", "C", "C", "N", "H", "H", "H", "H", "H", "H", "H", "C", "C", "C", "C", "N", "H", "H", "H", "H", "H", "H", "H", "C", "C", "C", "C", "N", "H", "H", "H", "H", "H", "H", "H", "Cl", "C", "C", "Cl", "H", "H", "H", "H"], "positions_angstrom": [[12.389, 10.242, 12.186], [11.155, 10.095, 12.150], [10.203, 9.847, 13.266], [8.855, 10.054, 12.629], [9.046, 9.997, 11.121], [10.447, 10.100, 11.011], [10.245, 8.856, 13.718], [10.392, 10.589, 14.042], [8.188, 9.258, 12.960], [8.351, 10.983, 12.895], [8.572, 9.108, 10.705], [8.644, 10.905, 10.671], [10.214, 9.817, 16.499], [11.338, 9.376, 16.779], [12.150, 8.405, 15.901], [13.098, 7.896, 16.971], [13.166, 8.922, 18.047], [12.021, 9.763, 17.860], [11.593, 7.573, 15.469], [12.592, 8.992, 15.095], [12.913, 6.917, 17.413], [14.106, 7.741, 16.587], [13.111, 8.485, 19.044], [14.131, 9.428, 18.025], [13.220, 16.847, 14.278], [13.321, 17.728, 13.427], [12.560, 18.994, 13.314], [13.096, 19.704, 12.085], [14.246, 18.811, 11.547], [14.201, 17.659, 12.382], [11.480, 18.848, 13.294], [12.790, 19.473, 14.266], [12.317, 19.763, 11.325], [13.346, 20.751, 12.261], [14.015, 18.477, 10.535], [15.202, 19.328, 11.613], [15.419, 8.794, 9.965], [14.933, 9.763, 9.425], [13.959, 10.846, 9.865], [14.271, 11.996, 8.913], [14.991, 11.386, 7.752], [15.464, 10.165, 8.298], [12.930, 10.499, 9.771], [14.182, 11.117, 10.897], [13.345, 12.463, 8.577], [14.882, 12.782, 9.357], [14.330, 11.235, 6.898], [15.881, 11.966, 7.508], [16.242, 12.937, 11.486], [16.713, 14.064, 11.451], [16.153, 15.213, 12.305], [17.332, 16.237, 12.112], [17.936, 15.884, 10.818], [17.664, 14.530, 10.580], [15.246, 15.500, 11.772], [16.025, 14.851, 13.325], [17.047, 17.289, 12.128], [18.033, 16.128, 12.939], [17.569, 16.513, 10.007], [19.020, 15.985, 10.867], [15.020, 10.964, 16.301], [14.464, 11.913, 15.685], [14.056, 11.978, 14.225], [13.092, 13.115, 14.346], [13.683, 14.004, 15.374], [14.202, 13.058, 16.301], [14.898, 12.157, 13.557], [13.461, 11.117, 13.919], [12.859, 13.585, 13.391], [12.154, 12.709, 14.726], [14.365, 14.804, 15.087], [12.851, 14.499, 15.875], [10.188, 15.625, 15.731], [9.536, 14.397, 16.457], [8.182, 13.913, 16.039], [7.173, 15.012, 16.012], [6.340, 15.845, 15.995], [9.451, 16.427, 15.777], [10.337, 15.269, 14.712], [11.149, 15.841, 16.198], [9.558, 14.706, 17.503], [10.171, 13.515, 16.383], [7.798, 13.210, 16.779], [8.229, 13.385, 15.087], [17.026, 14.939, 16.429], [16.847, 16.470, 16.521], [15.523, 16.884, 17.147], [15.101, 16.235, 18.410], [14.768, 15.712, 19.352], [17.969, 14.582, 16.012], [16.215, 14.475, 15.868], [16.863, 14.576, 17.444], [16.886, 17.013, 15.577], [17.699, 16.786, 17.124], [14.751, 16.629, 16.421], [15.403, 17.956, 17.307], [17.032, 8.139, 14.155], [17.390, 8.659, 12.811], [17.050, 10.131, 12.638], [17.474, 11.103, 13.686], [17.855, 11.866, 14.484], [17.112, 7.058, 14.039], [15.993, 8.306, 14.440], [17.800, 8.431, 14.871], [17.009, 8.091, 11.962], [18.452, 8.440, 12.707], [15.976, 10.242, 12.491], [17.382, 10.330, 11.619], [17.731, 12.063, 20.064], [16.401, 11.705, 18.911], [15.067, 12.112, 19.441], [14.448, 10.966, 20.694], [16.464, 10.641, 18.681], [16.682, 12.273, 18.025], [14.352, 12.045, 18.620], [14.970, 13.139, 19.792]], "total_energy_ha": -3472.0648, "smiles": "O=C1CCCO1.O=C1CCCO1.O=C1CCCO1.O=C1CCCO1.O=C1CCCO1.O=C1CCCO1.CCCC#N.CCCC#N.CCCC#N.ClCCCl", "lumo_ev": -0.143}


3.
{"formula": "C38H61FN3S2Si4TeW", "method": "the ωB97M-V functional and the def2-TZVPD basis", "species": ["W", "S", "C", "C", "C", "C", "C", "C", "N", "C", "C", "C", "C", "C", "C", "C", "H", "H", "H", "H", "H", "H", "H", "H", "F", "C", "C", "C", "C", "C", "C", "C", "H", "H", "H", "H", "H", "H", "C", "C", "C", "C", "N", "C", "S", "N", "C", "C", "C", "C", "H", "H", "H", "H", "H", "H", "H", "H", "H", "H", "H", "H", "H", "H", "H", "H", "H", "H", "H", "H", "C", "Si", "C", "C", "Si", "Te", "Si", "C", "C", "C", "Si", "C", "C", "C", "H", "H", "H", "H", "H", "H", "H", "H", "H", "H", "H", "H", "H", "H", "H", "H", "H", "H", "H", "H", "H", "H", "H", "H", "H", "H", "H"], "positions_angstrom": [[0.381, 0.186, 0.501], [-0.576, 4.835, 0.508], [1.076, 4.865, -0.014], [1.825, 5.991, -0.304], [3.155, 5.826, -0.630], [3.707, 4.549, -0.661], [2.954, 3.422, -0.399], [1.609, 3.560, -0.057], [0.712, 2.579, 0.324], [-0.441, 3.108, 0.684], [-1.484, 2.356, 1.314], [-2.725, 2.950, 1.574], [-3.674, 2.260, 2.291], [-3.370, 0.986, 2.761], [-2.158, 0.388, 2.465], [-1.168, 1.030, 1.711], [1.378, 6.970, -0.247], [3.762, 6.688, -0.854], [4.755, 4.432, -0.890], [3.422, 2.449, -0.437], [-2.924, 3.940, 1.185], [-4.632, 2.711, 2.500], [-4.089, 0.438, 3.350], [-1.995, -0.618, 2.830], [-4.773, -4.429, 0.802], [-3.584, -3.812, 0.968], [-3.068, -3.647, 2.239], [-1.860, -2.989, 2.386], [-1.157, -2.504, 1.280], [0.170, -1.845, 1.404], [-1.692, -2.734, 0.014], [-2.906, -3.368, -0.152], [-3.597, -4.049, 3.087], [-1.451, -2.869, 3.378], [0.885, -2.524, 0.911], [0.460, -1.823, 2.470], [-1.125, -2.431, -0.861], [-3.320, -3.533, -1.133], [-1.744, -1.521, -7.682], [-0.484, -2.023, -6.984], [-0.150, -1.273, -5.689], [-0.984, -1.761, -4.499], [-0.786, -0.956, -3.303], [-1.729, -0.225, -2.697], [-1.552, 0.399, -1.120], [-2.929, 0.008, -3.280], [-3.086, 0.686, -4.559], [-2.932, 2.205, -4.419], [-3.820, 2.851, -3.354], [-5.306, 2.790, -3.689], [-1.922, -2.106, -8.580], [-1.635, -0.479, -7.977], [-2.620, -1.613, -7.046], [0.357, -1.902, -7.669], [-0.582, -3.089, -6.769], [-0.314, -0.205, -5.844], [0.908, -1.414, -5.454], [-0.708, -2.794, -4.269], [-2.047, -1.748, -4.733], [0.095, -1.069, -2.810], [-3.602, 0.363, -2.609], [-4.070, 0.426, -4.949], [-2.332, 0.329, -5.256], [-3.159, 2.650, -5.387], [-1.888, 2.426, -4.184], [-3.529, 3.900, -3.270], [-3.633, 2.399, -2.376], [-5.517, 3.403, -4.563], [-5.884, 3.174, -2.853], [-5.636, 1.774, -3.897], [5.361, -0.096, 3.456], [5.912, 0.932, 1.940], [7.800, 1.184, 1.986], [5.057, 2.636, 2.124], [5.408, -0.321, -0.048], [2.724, -0.358, -0.232], [5.898, -2.671, 0.187], [7.771, -2.870, 0.510], [5.425, -3.590, -1.427], [4.929, -3.446, 1.643], [6.032, 0.498, -2.218], [7.906, 0.199, -2.394], [5.102, -0.491, -3.567], [5.703, 2.344, -2.617], [5.368, 0.514, 4.354], [6.015, -0.941, 3.640], [4.352, -0.480, 3.338], [8.112, 1.541, 2.962], [8.134, 1.913, 1.255], [8.332, 0.259, 1.793], [5.275, 3.066, 3.098], [3.976, 2.547, 2.051], [5.377, 3.356, 1.378], [8.364, -2.290, -0.189], [8.079, -3.908, 0.413], [8.040, -2.547, 1.511], [6.189, -3.470, -2.188], [4.491, -3.211, -1.830], [5.302, -4.657, -1.261], [5.362, -3.175, 2.600], [4.926, -4.531, 1.585], [3.895, -3.116, 1.648], [8.138, -0.859, -2.442], [8.465, 0.622, -1.566], [8.288, 0.652, -3.303], [5.444, -1.517, -3.618], [5.244, -0.056, -4.550], [4.035, -0.507, -3.369], [6.278, 3.010, -1.983], [4.655, 2.602, -2.512], [5.985, 2.563, -3.644]], "total_energy_ha": -4038.0250, "e_above_lowest_kcal_mol": 55.4, "total_charge": 1, "s2": 2.081, "multiplicity": 3, "lumo_ev": [-3.865, -3.348]}


> Number 2 is which compound?

C38H61Cl2N3O12